A 15-piece molecular cluster, C20H54F3N14O34P overall in a non-equilibrium geometry, computed with ωB97M-V with the def2-TZVPD basis set.

Properties
* F_max: 5.888 eV/A
* energy: -4758.673200 hartree
* E_LUMO: -0.691 eV
* Kohn-Sham gap: 8.35 eV

Geometry as ORCA input:
```
! wB97M-V def2-TZVPD RIJCOSX def2/J DEFGRID3
* xyz 0 1
C -4.130 -1.921 1.051
O -2.943 -1.694 1.933
C -2.197 -2.961 2.030
C -0.568 -2.802 2.126
C -0.055 -1.708 3.257
O 1.158 -1.021 2.747
P 2.618 -1.724 3.385
O 2.796 -3.262 3.043
O 2.578 -1.633 5.159
O 3.980 -0.724 2.905
C 4.686 -1.293 1.744
O 3.761 -1.642 0.655
C 4.109 -0.985 -0.613
F 2.910 -1.174 -1.514
F 4.310 0.484 -0.523
F 5.241 -1.652 -1.349
H -4.926 -1.041 1.132
H -3.768 -1.948 -0.079
H -4.649 -2.951 1.354
H -2.614 -3.617 2.926
H -2.429 -3.554 1.021
H -0.141 -2.440 1.097
H -0.033 -3.822 2.401
H -0.916 -0.936 3.542
H 0.159 -2.346 4.238
H 3.441 -1.158 5.423
H 5.557 -0.571 1.447
H 5.178 -2.317 2.106
C -5.466 -0.316 -3.373
N -4.983 -0.655 -2.007
O -4.718 -1.841 -1.779
O -4.882 0.279 -1.203
H -5.505 -1.229 -3.970
H -6.462 0.121 -3.270
H -4.762 0.398 -3.804
C 2.363 3.136 0.190
N 0.926 3.353 0.507
O 0.303 4.148 -0.207
O 0.464 2.719 1.462
H 2.633 3.754 -0.669
H 2.942 3.425 1.070
H 2.494 2.077 -0.041
C 7.940 -0.415 -2.844
N 8.876 0.725 -3.038
O 8.776 1.679 -2.257
O 9.685 0.631 -3.968
H 7.289 -0.197 -1.995
H 7.356 -0.521 -3.760
H 8.542 -1.305 -2.650
C 3.225 6.859 -1.129
N 3.708 6.520 0.236
O 3.973 5.334 0.465
O 3.809 7.454 1.040
H 3.186 5.946 -1.727
H 2.229 7.296 -1.027
H 3.929 7.573 -1.561
C 6.155 3.418 -3.306
N 4.715 3.717 -3.528
O 3.975 2.765 -3.802
O 4.367 4.899 -3.419
H 6.317 2.345 -3.433
H 6.727 3.984 -4.045
H 6.404 3.728 -2.289
C 3.203 -0.029 9.073
N 4.458 -0.650 8.572
O 5.407 -0.724 9.361
O 4.456 -1.045 7.400
H 3.347 0.270 10.113
H 2.992 0.841 8.447
H 2.411 -0.777 8.994
C -7.055 0.982 -7.742
N -6.571 0.643 -6.376
O -6.306 -0.543 -6.148
O -6.471 1.577 -5.572
H -7.094 0.069 -8.339
H -8.050 1.419 -7.639
H -6.350 1.696 -8.173
C -2.976 3.309 0.037
N -4.413 3.526 0.354
O -5.037 4.321 -0.359
O -4.875 2.892 1.310
H -2.706 3.927 -0.822
H -2.397 3.598 0.917
H -2.845 2.250 -0.194
C 0.091 -3.812 -2.150
N -1.292 -3.964 -1.621
O -1.881 -5.022 -1.872
O -1.747 -3.016 -0.970
H 0.360 -4.717 -2.699
H 0.098 -2.943 -2.810
H 0.756 -3.668 -1.296
C 1.152 3.092 5.700
N 1.999 2.645 6.839
O 3.061 3.249 7.026
O 1.573 1.699 7.512
H 1.647 3.927 5.199
H 1.041 2.246 5.019
H 0.189 3.404 6.108
C -8.328 -4.080 -6.272
N -8.167 -2.865 -7.115
O -8.945 -1.926 -6.909
O -7.265 -2.888 -7.961
H -9.154 -3.921 -5.576
H -8.541 -4.918 -6.938
H -7.392 -4.231 -5.730
C 8.656 -1.548 8.967
N 9.860 -1.902 9.766
O 10.385 -2.999 9.542
O 10.243 -1.069 10.595
H 8.434 -2.368 8.281
H 7.831 -1.395 9.665
H 8.885 -0.634 8.414
C -3.676 -5.555 -6.906
N -5.058 -5.707 -6.377
O -5.647 -6.765 -6.628
O -5.513 -4.759 -5.726
H -3.406 -6.460 -7.455
H -3.669 -4.686 -7.566
H -3.011 -5.410 -6.052
C -7.464 2.578 -0.436
N -8.796 1.924 -0.328
O -9.698 2.566 0.223
O -8.898 0.785 -0.799
H -7.519 3.570 0.017
H -6.745 1.950 0.095
H -7.218 2.652 -1.498
*
```

Results of the Löwdin charge analysis, in e, for atoms 1 through 99: number 1, C, carries -0.111; number 2, O, carries -0.260; number 3, C, carries -0.232; number 4, C, carries -0.129; number 5, C, carries -0.211; number 6, O, carries -0.269; number 7, P, carries 0.780; number 8, O, carries -0.325; number 9, O, carries -0.200; number 10, O, carries -0.215; number 11, C, carries -0.193; number 12, O, carries -0.014; number 13, C, carries -0.227; number 14, F, carries 0.020; number 15, F, carries 0.035; number 16, F, carries 0.024; number 17, H, carries 0.104; number 18, H, carries 0.059; number 19, H, carries 0.113; number 20, H, carries 0.137; number 21, H, carries 0.107; number 22, H, carries 0.109; number 23, H, carries 0.127; number 24, H, carries 0.149; number 25, H, carries 0.131; number 26, H, carries 0.062; number 27, H, carries 0.167; number 28, H, carries 0.170; number 29, C, carries 0.025; number 30, N, carries -0.383; number 31, O, carries 0.038; number 32, O, carries 0.036; number 33, H, carries 0.082; number 34, H, carries 0.099; number 35, H, carries 0.100; number 36, C, carries 0.032; number 37, N, carries -0.405; number 38, O, carries 0.048; number 39, O, carries 0.050; number 40, H, carries 0.077; number 41, H, carries 0.094; number 42, H, carries 0.089; number 43, C, carries 0.031; number 44, N, carries -0.424; number 45, O, carries 0.039; number 46, O, carries 0.061; number 47, H, carries 0.078; number 48, H, carries 0.106; number 49, H, carries 0.107; number 50, C, carries 0.046; number 51, N, carries -0.398; number 52, O, carries 0.013; number 53, O, carries 0.066; number 54, H, carries 0.063; number 55, H, carries 0.108; number 56, H, carries 0.108; number 57, C, carries 0.041; number 58, N, carries -0.412; number 59, O, carries 0.060; number 60, O, carries 0.034; number 61, H, carries 0.080; number 62, H, carries 0.110; number 63, H, carries 0.106; number 64, C, carries 0.045; number 65, N, carries -0.398; number 66, O, carries 0.056; number 67, O, carries 0.038; number 68, H, carries 0.103; number 69, H, carries 0.055; number 70, H, carries 0.112; number 71, C, carries 0.047; number 72, N, carries -0.391; number 73, O, carries 0.040; number 74, O, carries 0.049; number 75, H, carries 0.089; number 76, H, carries 0.108; number 77, H, carries 0.102; number 78, C, carries 0.038; number 79, N, carries -0.405; number 80, O, carries 0.045; number 81, O, carries 0.049; number 82, H, carries 0.095; number 83, H, carries 0.092; number 84, H, carries 0.100; number 85, C, carries 0.043; number 86, N, carries -0.400; number 87, O, carries 0.062; number 88, O, carries 0.031; number 89, H, carries 0.096; number 90, H, carries 0.102; number 91, H, carries 0.097; number 92, C, carries 0.053; number 93, N, carries -0.400; number 94, O, carries 0.071; number 95, O, carries 0.026; number 96, H, carries 0.099; number 97, H, carries 0.102; number 98, H, carries 0.107; number 99, C, carries 0.039